Below is one molecule with the formula C8H14N2O4 in a non-equilibrium geometry, with properties calculated with ωB97M-V/def2-TZVPD.

Element x y z (Å)
C 1.9989 -1.1254 0.1006
C 1.1025 -0.0266 -0.7571
C 2.6466 -0.3656 1.3001
C -1.2265 -0.3260 0.4222
C -1.8826 -1.4735 -0.2137
C -2.3461 0.7967 0.8896
C -2.2157 1.6655 -0.3685
C -0.7883 1.6862 -0.8754
H 2.4067 -1.6961 -1.8451
H 3.6494 -0.9008 -0.8727
H 1.3020 -1.8979 0.3833
H 3.1678 -1.0162 1.9652
H 1.7444 -0.0664 1.7718
H 2.8364 1.0010 0.0467
H -0.8419 -0.4703 1.4818
H -3.3532 0.3032 0.9629
H -2.0689 1.3486 1.7331
H -2.7115 2.6279 -0.2373
H -2.7798 1.2790 -1.3096
H 0.0306 2.3230 -0.3700
H -0.6897 1.9667 -1.9667
H -3.4841 -1.4051 0.8410
N 2.9236 -1.5991 -0.9336
N -0.2564 0.2435 -0.5887
O 1.8364 0.6985 -1.4187
O 3.5356 0.4793 0.7111
O -1.2749 -2.2391 -0.9082
O -3.2611 -1.8108 0.0559

**Lowest unoccupied orbital energy**: 0.148 eV
**Structure (SMILES)**: N[C@@H](CO)C(=O)N1CCC[C@H]1C(=O)O
**HOMO-LUMO gap**: 9.02 eV
**Max |F|**: 4.85 eV/A
**Highest occupied orbital energy**: -8.871 eV
**M**: 202.21 g/mol
**Energy above the lowest of the compared OMol25 structures with the same formula, charge and spin**: 3.828 eV

Results of the Mulliken charge analysis, in e, for atoms 1 through 2: number 1, C, carries -0.1457; number 2, C, carries 0.0758

***

Below is one molecule with the formula C4H4I2 in a non-equilibrium geometry, with properties calculated with ωB97M-V/def2-TZVPD.

Element x y z (Å)
C -1.1122 0.9044 -1.3740
C -0.0127 -0.1110 0.7172
C 0.8700 -0.8584 1.3076
C -0.1116 0.2184 -0.8870
I 0.8503 -1.2078 3.3832
I 1.5355 -0.4504 -1.9652
H -1.0304 1.2980 -2.4108
H -1.8055 1.0914 -0.6344
H -0.8781 0.3441 1.1647
H 1.6946 -1.2287 0.6987

**Lowest unoccupied orbital energy**: 0.436 eV
**Structure (SMILES)**: C=C(I)/C=C/I
**HOMO-LUMO gap**: 9.59 eV
**Max |F|**: 4.44 eV/A
**Highest occupied orbital energy**: -9.157 eV
**M**: 305.88 g/mol
**Energy above the lowest of the compared OMol25 structures with the same formula, charge and spin**: 0.353 eV

Results of the Mulliken charge analysis, in e, for atoms 1 through 2: number 1, C, carries -0.6694; number 2, C, carries -0.2315

***

Below is one molecule with the formula C5H6N2, with properties calculated with ωB97M-V/def2-TZVPD.

Element x y z (Å)
N 2.5211 -0.4489 0.3332
C 1.5434 -0.6824 1.0860
C 1.3240 0.4974 0.2914
C 0.3073 0.3995 -0.8303
C -1.0867 0.4551 -0.2172
C -2.0427 -0.6309 -0.1950
N -1.4121 -0.5504 0.8854
H 1.4812 1.4911 0.7160
H 0.4677 -0.5458 -1.3640
H 0.4213 1.2140 -1.5550
H -1.4704 1.4580 -0.0287
H 1.1317 -1.4579 1.7192
H -2.8655 -1.1928 -0.6206

**Lowest unoccupied orbital energy**: 1.097 eV
**Structure (SMILES)**: C1=N[C@H]1C[C@H]1C=N1
**HOMO-LUMO gap**: 10.87 eV
**Max |F|**: 0.57 eV/A
**Highest occupied orbital energy**: -9.768 eV
**M**: 94.12 g/mol
**Energy above the lowest of the compared OMol25 structures with the same formula, charge and spin**: 4.231 eV

Results of the Mulliken charge analysis, in e, for atoms 1 through 2: number 1, N, carries -0.5341; number 2, C, carries -0.1632

***

Below is C20H14N4O8RbS as an isolated structure, with properties calculated with ωB97M-V/def2-TZVPD.

Element x y z (Å)
Rb 0.9558 -2.3254 0.2587
O 3.6107 -0.0527 3.9190
C 2.8696 -0.9337 3.2112
O 3.2364 -1.3532 2.1441
C 1.5879 -1.2972 3.8897
C 1.2013 -0.7133 5.0838
C -0.0221 -1.0992 5.6194
C -0.7846 -2.0271 4.9413
C -0.3162 -2.5517 3.7314
N 0.8560 -2.1913 3.2282
C -1.2037 -3.5395 2.9301
O -2.2471 -3.8702 3.5153
O -0.7739 -3.8563 1.8021
H 4.3914 0.1351 3.3788
H 1.8327 0.0167 5.5681
H -0.3698 -0.6692 6.5507
H -1.7470 -2.3712 5.2926
O 2.6444 1.6545 -3.1016
S 1.3597 1.0080 -3.0030
O 0.2720 1.8417 -2.5333
N 1.4392 -0.3823 -2.1935
C 1.2241 -1.4447 -2.9898
O 1.2679 -2.6278 -2.6457
C 0.8886 -1.0542 -4.4107
C 0.5649 -1.8874 -5.4656
C 0.2727 -1.3053 -6.6931
C 0.3093 0.0784 -6.8548
C 0.6376 0.9108 -5.7912
C 0.9199 0.3116 -4.5804
H 0.5390 -2.9593 -5.3204
H 0.0102 -1.9315 -7.5367
H 0.0761 0.5063 -7.8217
H 0.6681 1.9867 -5.9025
N -2.5899 4.3095 -0.4681
C -2.7662 3.7088 0.7389
O -3.5478 4.1318 1.5702
C -1.9287 2.4847 0.9729
C -2.3575 1.5454 1.9040
C -1.6188 0.3857 2.0664
N -0.5004 0.1304 1.3825
C -0.0841 1.0505 0.5176
C -0.7597 2.2369 0.2749
H -3.1937 5.0808 -0.6917
H -2.0794 3.8605 -1.2082
H -3.2632 1.7203 2.4677
H -1.9446 -0.3853 2.7561
H 0.8165 0.8231 -0.0388
H -0.3537 2.9105 -0.4651

**Lowest unoccupied orbital energy**: 2.177 eV
**HOMO-LUMO gap**: 8.06 eV
**Max |F|**: 0.22 eV/A
**Highest occupied orbital energy**: -5.886 eV
**M**: 555.89 g/mol
**Total charge**: -1
**Energy above the lowest of the compared OMol25 structures with the same formula, charge and spin**: 0.169 eV

Results of the Mulliken charge analysis, in e, for atoms 1 through 2: number 1, Rb, carries 0.8766; number 2, O, carries -0.4602

***

Below is C5H24B2Cl4Mg2O5S as an isolated structure in a non-equilibrium geometry, with properties calculated with ωB97M-V/def2-TZVPD.

Element x y z (Å)
Mg -1.0373 -2.4878 0.6575
Mg -0.7192 1.1963 2.6772
Cl -1.2950 -2.2890 -1.6303
Cl -3.2571 -2.4497 1.6469
Cl 0.4072 -4.0124 1.4035
Cl 0.3638 1.4075 4.6703
B -0.2185 -0.4913 1.4349
H -0.5400 -1.3385 2.1723
H 0.1519 -0.9893 0.4604
H -1.2345 0.0661 1.3239
H 0.5210 0.1603 2.0277
B -2.7850 0.9539 3.3915
H -1.9355 0.1606 3.4288
H -2.3196 2.0331 3.3504
H -3.3166 0.7616 2.3451
H -3.5278 0.8147 4.2942
O 3.6019 1.3690 -2.2679
S 2.2923 1.9517 -2.1004
O 2.1898 3.3737 -1.8939
O 1.4198 1.6135 -3.4067
C 1.1503 0.2362 -3.7614
C 1.4816 0.0593 -5.2402
C 1.3545 1.0788 -0.8456
H 0.0857 0.1152 -3.5812
H 1.7770 -0.4807 -3.2321
H 0.7713 0.6351 -5.8405
H 1.4444 -1.0013 -5.4915
H 2.4530 0.4426 -5.5549
H 1.9434 1.1830 0.0616
H 1.3784 0.0394 -1.1671
H 0.3220 1.4059 -0.8022
C -3.0607 1.2141 -1.0990
O -3.4727 0.1761 -1.9655
H -3.1703 0.9822 -0.0384
H -2.0341 1.5016 -1.3686
H -3.6604 2.1009 -1.3228
H -2.7682 -0.4901 -1.9750
C 2.7807 -1.5707 3.1616
O 1.7949 -2.3322 3.8389
H 3.7743 -1.9565 3.4132
H 2.6007 -1.5412 2.0832
H 2.7102 -0.5322 3.4965
H 1.5825 -3.0693 3.2458

**Lowest unoccupied orbital energy**: 4.098 eV
**HOMO-LUMO gap**: 7.48 eV
**Max |F|**: 2.13 eV/A
**Highest occupied orbital energy**: -3.381 eV
**M**: 408.35 g/mol
**Total charge**: -2
**Energy above the lowest of the compared OMol25 structures with the same formula, charge and spin**: 0.000 eV

Results of the Mulliken charge analysis, in e, for atoms 1 through 2: number 1, Mg, carries 0.4419; number 2, Mg, carries 0.2275

***

Below is a 10-piece molecular cluster, H19O10 overall in a non-equilibrium geometry, with properties calculated with ωB97M-V/def2-TZVPD.

Element x y z (Å)
O 1.0899 -1.4155 0.7352
H -1.2810 -1.9014 -0.6272
H 0.7173 -2.2562 2.6217
O -1.7193 -1.6887 -3.2474
H -1.4020 -0.8557 -3.6029
H 0.9011 -1.3835 -0.2561
O 2.9311 1.3279 1.6874
H -0.8942 -2.0570 -2.9022
H 2.1053 1.7345 1.3310
O 0.8749 1.3742 -2.4994
H -0.0378 0.2474 1.5327
H 1.5405 -2.2346 0.9457
O -0.7541 0.6988 1.9890
H 1.2708 -1.9611 -1.9684
H 1.7579 1.0705 -2.7440
O -2.8437 3.5159 0.8070
H -2.3673 2.9313 1.3882
H -2.4447 3.1215 0.0156
O -0.3318 2.4455 -0.3873
H 0.5049 2.2845 -0.8775
H -1.5187 -3.4179 -0.9641
O -1.6956 -2.7209 -0.3374
H 2.0162 -1.7341 2.8978
H -0.9083 1.5713 1.6339
O 1.3184 -2.1978 3.3806
H 2.2616 0.9274 2.2835
O 0.7817 -1.1452 -1.8487
H 0.6752 0.5180 -2.0214
H -0.7869 1.6933 -0.7936

**Lowest unoccupied orbital energy**: 3.119 eV
**HOMO-LUMO gap**: 9.26 eV
**Max |F|**: 2.92 eV/A
**Highest occupied orbital energy**: -6.140 eV
**M**: 179.14 g/mol
**Total charge**: -1
**Energy above the lowest of the compared OMol25 structures with the same formula, charge and spin**: 1.708 eV

Results of the Mulliken charge analysis, in e, for atoms 1 through 2: number 1, O, carries -0.5363; number 2, H, carries 0.3446